Record 1
Molecular formula: C20H22N4O3S
Method: DFT, the ωB97M-V functional and the def2-TZVPD basis

Properties
charge: 0
HOMO-LUMO gap: 8.2965 eV
energy above the lowest of the compared OMol25 structures with the same formula, charge and spin: 3.9944 eV
SMILES: CCn1c(SCC(=O)N/N=C/c2ccc(OC)c(OC)c2)nc2ccccc21
F_max: 0.9 eV/Å

```
50
Properties=species:S:1:pos:R:3:forces:R:3:nbo_charge:R:1
C 3.619088 -2.809057 -1.946550 -0.118 0.227 0.079 -0.611
C 3.156246 -1.676781 -1.035313 0.500 -0.024 -0.311 -0.218
N 1.946029 -2.024543 -0.339440 -0.278 0.060 0.250 -0.384
C 1.848593 -2.762125 0.804136 0.130 -0.376 0.248 0.213
S 3.279800 -3.346872 1.638332 0.079 -0.052 0.160 0.257
C 3.212069 -2.226344 3.099511 -0.073 -0.178 -0.346 -0.594
C 2.725329 -0.887899 2.578867 0.017 0.022 0.412 0.643
O 3.430308 -0.159478 1.912081 0.054 0.153 -0.205 -0.614
N 1.415990 -0.646542 2.870191 0.112 -0.097 0.447 -0.431
N 0.533677 0.163013 2.228946 -0.418 0.299 -0.114 -0.261
C 0.867693 0.982385 1.311046 0.819 -0.303 0.232 0.060
C -0.161280 1.678734 0.571506 -0.586 0.489 -0.435 -0.126
C 0.178716 2.486472 -0.504964 0.055 -0.310 0.458 -0.135
C -0.806694 3.093190 -1.266086 -0.347 0.148 -0.204 -0.325
C -2.146885 2.906003 -0.966739 -0.042 -0.080 0.062 0.265
O -3.186497 3.443234 -1.655200 0.015 -0.230 0.314 -0.481
C -2.907649 4.266769 -2.759994 0.066 0.132 -0.171 -0.250
C -2.502857 2.091899 0.137506 0.008 0.115 -0.065 0.330
O -3.838347 1.962334 0.359971 0.189 0.170 -0.297 -0.498
C -4.252149 1.174770 1.449687 -0.055 -0.115 0.177 -0.251
C -1.513373 1.495763 0.887579 -0.057 0.173 -0.075 -0.276
N 0.630000 -2.921404 1.237370 -0.006 -0.413 0.294 -0.475
C -0.157844 -2.253625 0.337867 0.385 0.304 -0.575 0.079
C -1.536373 -2.073179 0.309706 0.024 0.013 -0.080 -0.195
C -2.060230 -1.329576 -0.724664 -0.196 -0.112 0.091 -0.231
C -1.246950 -0.765979 -1.710585 0.093 0.037 -0.172 -0.209
C 0.121187 -0.932765 -1.702880 0.069 0.058 -0.181 -0.251
C 0.658973 -1.684636 -0.669299 -0.593 -0.199 0.263 0.159
H 3.827528 -3.699937 -1.358132 0.043 -0.083 0.008 0.212
H 4.525007 -2.515422 -2.469083 0.116 -0.017 -0.082 0.216
H 2.850187 -3.045726 -2.679172 -0.031 -0.058 -0.074 0.211
H 3.926026 -1.451264 -0.290949 -0.184 0.087 -0.108 0.241
H 2.957762 -0.772282 -1.614680 0.028 -0.021 0.103 0.207
H 4.238398 -2.159561 3.454774 -0.073 0.093 0.042 0.253
H 2.562659 -2.667118 3.853139 0.036 0.062 0.031 0.225
H 0.917098 -1.329448 3.428279 0.271 0.102 -0.283 0.404
H 1.894814 1.158555 0.998082 0.009 -0.113 0.137 0.208
H 1.217121 2.639463 -0.758420 0.136 -0.005 -0.022 0.203
H -0.516360 3.711927 -2.100272 -0.034 0.071 -0.084 0.219
H -2.365844 3.723979 -3.541812 -0.004 0.020 0.039 0.174
H -3.877134 4.578468 -3.145316 0.092 0.003 -0.008 0.202
H -2.333039 5.152207 -2.468706 -0.007 -0.045 -0.009 0.176
H -3.889213 1.581375 2.399151 0.005 -0.023 -0.029 0.177
H -5.340594 1.205186 1.435921 0.075 -0.038 0.044 0.199
H -3.913405 0.138945 1.348701 0.006 0.028 0.017 0.176
H -1.741349 0.862000 1.726787 -0.135 -0.094 0.079 0.243
H -2.158385 -2.508297 1.075378 -0.093 -0.051 0.103 0.221
H -3.127018 -1.172211 -0.784409 -0.113 0.027 0.012 0.213
H -1.704474 -0.181599 -2.494426 -0.031 0.071 -0.076 0.217
H 0.743645 -0.493001 -2.467422 0.041 0.071 -0.098 0.215
```
Positions in Å, forces in eV/Å.


Record 2
Molecular formula: C20H22N4O4
Method: DFT, the ωB97M-V functional and the def2-TZVPD basis

Properties
charge: 0
HOMO-LUMO gap: 9.2602 eV
energy above the lowest of the compared OMol25 structures with the same formula, charge and spin: 3.1461 eV
SMILES: CC(=O)c1ccc(OCc2cc(C(=O)NCCn3nc(C)cc3C)no2)cc1
F_max: 1.2 eV/Å

```
50
Properties=species:S:1:pos:R:3:forces:R:3:nbo_charge:R:1
C 3.489518 -6.548424 0.815271 -0.006 -0.109 0.312 -0.717
C 2.232254 -5.935473 1.384113 0.267 -0.180 -0.015 0.577
O 1.882744 -6.151582 2.524115 0.018 0.008 -0.027 -0.543
C 1.443505 -5.058267 0.486501 -0.463 0.322 0.002 -0.203
C 1.773330 -4.816943 -0.848846 -0.073 -0.034 0.249 -0.161
C 0.986962 -3.995139 -1.623486 -0.251 0.240 -0.122 -0.254
C -0.151246 -3.385164 -1.090350 0.314 -0.298 0.068 0.308
O -0.855390 -2.604281 -1.957374 0.217 0.025 0.001 -0.476
C -2.008195 -1.943756 -1.499534 -0.484 0.068 0.064 -0.116
C -1.701895 -0.869091 -0.506145 0.987 0.509 0.055 0.288
C -0.572707 -0.143963 -0.257047 -0.640 -0.303 -0.028 -0.325
C -0.965363 0.728686 0.789491 -0.495 -0.809 -0.601 0.055
C -0.148229 1.808292 1.393338 -0.191 0.232 0.493 0.661
O 1.036007 1.940898 1.158683 0.073 -0.136 -0.241 -0.607
N -0.856664 2.613440 2.221274 -0.101 -0.027 0.298 -0.602
C -0.364195 3.930335 2.532665 0.080 0.193 -0.147 -0.234
C -0.894078 4.947304 1.497773 0.043 -0.147 0.510 -0.221
N -0.730896 4.439111 0.166577 0.308 0.158 -0.478 -0.186
N -1.718741 3.704955 -0.363761 -0.773 -0.258 -0.070 -0.305
C -1.274270 3.265342 -1.527635 0.198 0.135 0.181 0.143
C -2.111182 2.413069 -2.414840 -0.026 0.097 0.044 -0.640
C 0.037533 3.719839 -1.747215 0.037 0.137 0.210 -0.348
C 0.362219 4.461006 -0.632547 -0.041 -0.015 -0.258 0.190
C 1.625394 5.148167 -0.267459 -0.017 -0.066 0.101 -0.651
N -2.217959 0.519625 1.114587 0.399 0.890 0.747 -0.114
O -2.679676 -0.470761 0.326235 -0.126 -0.608 -0.515 -0.263
C -0.486147 -3.614097 0.240790 -0.225 0.145 -0.155 -0.265
C 0.306284 -4.443184 1.008362 0.241 -0.168 -0.050 -0.131
H 4.169997 -5.767841 0.482900 0.075 0.046 -0.105 0.229
H 3.244836 -7.184622 -0.032439 0.025 -0.028 -0.131 0.229
H 3.973855 -7.146077 1.583211 -0.021 0.009 0.006 0.239
H 2.644420 -5.271610 -1.292927 0.099 -0.055 -0.040 0.218
H 1.228879 -3.803687 -2.657012 0.038 0.015 -0.122 0.225
H -2.450324 -1.496202 -2.397475 0.016 -0.115 0.188 0.224
H -2.737443 -2.644871 -1.070878 0.086 0.068 -0.065 0.203
H 0.384652 -0.199746 -0.727662 0.223 -0.051 -0.140 0.260
H -1.856966 2.470391 2.229055 0.037 -0.023 -0.080 0.417
H -0.675201 4.220725 3.538015 0.085 0.021 -0.037 0.207
H 0.725904 3.877676 2.486593 -0.132 0.072 0.107 0.229
H -0.374690 5.901603 1.606801 -0.086 -0.028 -0.020 0.212
H -1.966994 5.094653 1.645988 0.149 0.086 -0.059 0.224
H -2.415517 2.970997 -3.300116 -0.057 -0.041 -0.069 0.222
H -3.001395 2.093848 -1.879091 -0.079 -0.066 0.001 0.229
H -1.547202 1.539910 -2.740622 -0.029 -0.073 -0.036 0.214
H 0.657567 3.525154 -2.598272 0.199 -0.010 -0.164 0.222
H 2.162875 4.563238 0.479113 0.090 0.010 0.056 0.237
H 2.256175 5.240964 -1.147198 0.044 0.045 -0.004 0.233
H 1.435487 6.141786 0.137065 0.063 0.076 -0.005 0.215
H -1.353164 -3.155788 0.689657 -0.079 0.052 0.026 0.216
H 0.055333 -4.630443 2.041757 -0.017 -0.011 0.065 0.239
```
Positions in Å, forces in eV/Å.


Record 3
Molecular formula: C20H22N4O5S2
Method: DFT, the ωB97M-V functional and the def2-TZVPD basis

Properties
charge: 0
HOMO-LUMO gap: 8.4932 eV
energy above the lowest of the compared OMol25 structures with the same formula, charge and spin: 0.7668 eV
SMILES: CCOC(=O)CSc1nnc(CNC(=O)c2cccs2)n1-c1cc(OC)ccc1OC
F_max: 1.2 eV/Å

```
53
Properties=species:S:1:pos:R:3:forces:R:3:nbo_charge:R:1
C 5.517469 0.034960 2.031363 -0.225 -0.267 -0.211 -0.632
C 4.601243 -1.175892 2.007394 -0.048 0.311 0.606 -0.079
O 4.383428 -1.574152 0.647868 0.453 -0.090 -0.190 -0.492
C 3.149899 -1.689921 0.204912 -0.249 -0.373 -0.151 0.813
O 2.148829 -1.585784 0.874434 -0.079 -0.060 0.031 -0.637
C 3.143761 -1.989212 -1.278278 -0.127 0.220 -0.187 -0.608
S 2.693594 -0.472038 -2.235605 0.249 0.012 0.125 0.273
C 2.416441 0.623463 -0.901861 -0.132 -0.182 -0.638 0.153
N 3.332217 1.175099 -0.158427 0.501 -0.318 -0.780 -0.291
N 2.712387 1.834602 0.826201 -0.405 0.582 0.940 -0.295
C 1.423708 1.700323 0.663642 -0.117 -0.134 -0.077 0.353
C 0.371719 2.180886 1.596233 -0.106 0.328 0.054 -0.278
N -0.548374 1.105368 1.895511 0.110 -0.034 0.188 -0.598
C -1.848182 1.155972 1.509078 0.317 0.119 0.246 0.663
O -2.382175 2.181931 1.122265 -0.165 0.149 -0.016 -0.639
C -2.576948 -0.113027 1.587387 -0.673 -0.339 -0.091 -0.326
C -2.159405 -1.390373 1.853704 -0.023 0.497 0.000 -0.205
C -3.196011 -2.333724 1.740468 -0.204 -0.140 -0.031 -0.264
C -4.380499 -1.763637 1.385307 -0.006 0.414 -0.041 -0.411
S -4.257593 -0.066832 1.180822 0.406 -0.364 0.206 0.510
N 1.169354 0.931856 -0.434619 0.602 0.349 0.357 -0.396
C -0.079336 0.536908 -0.957391 -0.608 -0.054 -0.298 0.166
C -0.419591 -0.800504 -0.980139 -0.261 -0.008 -0.117 -0.283
C -1.661938 -1.202660 -1.466902 0.117 0.249 -0.061 0.356
O -1.908815 -2.542225 -1.428628 0.263 0.056 0.080 -0.512
C -3.152380 -3.003485 -1.897664 -0.158 -0.048 -0.052 -0.253
C -2.544771 -0.234743 -1.925276 0.012 -0.380 -0.027 -0.298
C -2.198304 1.107140 -1.901698 0.235 0.299 0.016 -0.258
C -0.964197 1.521884 -1.424525 0.081 -0.271 -0.060 0.270
O -0.526710 2.805760 -1.362606 0.194 -0.301 0.045 -0.505
C -1.470114 3.835033 -1.568800 -0.206 0.173 0.015 -0.258
H 5.053928 0.854603 1.488924 0.049 0.039 0.038 0.249
H 6.467317 -0.206533 1.562585 0.146 0.017 -0.011 0.207
H 5.691372 0.335517 3.060357 0.051 0.023 0.137 0.211
H 3.634534 -0.948254 2.466506 0.186 -0.091 -0.067 0.206
H 5.054023 -2.031681 2.518701 -0.119 0.083 -0.082 0.183
H 4.133079 -2.298963 -1.606978 -0.090 -0.033 0.029 0.247
H 2.392797 -2.742277 -1.515539 0.078 -0.025 0.160 0.240
H -0.216018 2.988264 1.147453 0.122 -0.109 0.133 0.260
H 0.858783 2.548020 2.504317 -0.022 0.010 -0.172 0.230
H -0.137737 0.216242 2.134154 -0.103 -0.009 -0.019 0.404
H -1.150475 -1.662810 2.107398 0.239 -0.023 0.023 0.225
H -3.064255 -3.387427 1.908063 -0.002 -0.186 0.022 0.228
H -5.325861 -2.248007 1.237552 -0.186 -0.141 -0.013 0.237
H 0.257586 -1.539579 -0.584281 0.124 -0.043 0.084 0.251
H -3.295516 -2.766477 -2.956695 -0.001 0.007 0.024 0.176
H -3.131080 -4.084610 -1.770906 -0.057 0.055 -0.032 0.199
H -3.979946 -2.587613 -1.313712 0.034 0.002 -0.031 0.178
H -3.520123 -0.503149 -2.297567 -0.098 -0.063 -0.022 0.224
H -2.915644 1.830683 -2.251115 -0.065 0.109 -0.017 0.227
H -1.835478 3.843019 -2.599962 0.019 -0.006 0.017 0.173
H -2.306423 3.731776 -0.872030 0.027 0.011 -0.043 0.205
H -0.935892 4.762652 -1.370075 -0.081 -0.025 -0.039 0.201
```
Positions in Å, forces in eV/Å.


> Among the records above, which one has the highest energy above the lowest of the compared OMol25 structures with the same formula, charge and spin?

C20H22N4O3S


> Which value of F_max does entry 1 give?

0.9 eV/Å


> Among the records above, which one has the lowest HOMO-LUMO gap?

C20H22N4O3S